[1]
ORCA calculation (ωB97M-V/def2-TZVPD) on a molecular structure, C4H4IrO6 at a distorted geometry.

Its HOMO-LUMO gap (alpha / beta) is 8.2 / 2.9 eV. The spin multiplicity is 6. As for the charge: +2. For the HOMO energy (alpha / beta), the calculation gives -16.91 / -17.91 eV.

Geometry as XYZ:
```
15
Properties=species:S:1:pos:R:3:lowdin_spin:R:1
Ir -1.53 -1.54 -2.27 2.358
O -0.54 -0.95 0.85 0.098
O 2.44 0.45 0.76 0.783
O -0.63 -2.45 -0.84 0.287
O 1.94 2.14 2.10 0.040
O 0.39 1.41 0.74 0.086
O -1.78 0.13 -1.82 0.412
C 1.66 1.26 1.16 0.074
C -1.30 0.98 -0.91 0.087
C -0.19 0.43 -0.04 0.122
C -0.62 -2.08 0.33 0.599
H 1.24 2.81 2.20 0.005
H -1.81 1.05 0.21 0.025
H -0.97 1.95 -1.31 0.011
H 0.58 -0.02 -0.67 0.011
```

***

[2]
ORCA calculation (ωB97M-V/def2-TZVPD) on a molecular structure, C20H17N3O5SW at a distorted geometry.

Its HOMO-LUMO gap (alpha / beta) is 6.0 / 5.6 eV. The spin multiplicity is 3. As for the charge: +2. For the HOMO energy (alpha / beta), the calculation gives -13.32 / -14.60 eV.

Geometry as XYZ:
```
47
Properties=species:S:1:pos:R:3:lowdin_spin:R:1
W 0.40 -0.55 0.95 0.219
S -0.93 -2.63 -1.05 0.369
O -0.12 -1.96 2.61 -0.005
O -1.51 -0.47 0.97 -0.032
O 1.70 -0.75 2.48 0.063
O 0.36 1.50 2.09 0.016
O -3.10 -1.05 2.48 0.002
N 1.78 0.41 -0.26 0.076
N 0.27 -0.97 -3.25 0.197
N 0.01 -1.29 -0.90 0.162
C 2.78 1.21 0.19 0.041
C -0.65 -1.90 -3.65 0.112
C -1.89 -3.01 -5.36 0.100
C 2.24 1.15 -2.50 0.054
C 3.25 1.96 -2.03 0.039
C 1.54 0.34 -1.61 0.060
C -1.07 1.85 2.35 -0.001
C -1.51 0.62 3.16 -0.001
C 3.54 1.96 -0.66 0.058
C 0.58 -0.64 -1.96 0.228
C -0.15 0.18 3.84 -0.004
C 0.71 1.39 3.54 0.004
C 0.50 -0.95 3.06 0.001
C -2.51 -3.86 -4.41 0.055
C -2.21 -3.73 -3.09 0.023
C 0.19 2.68 4.16 0.001
C -0.97 3.07 3.22 0.000
C -1.28 -2.74 -2.69 0.143
C -0.98 -2.05 -5.00 0.007
C -2.15 -0.40 2.23 -0.001
H -0.71 3.94 2.62 0.000
H -3.22 -4.61 -4.72 0.002
H -0.13 2.49 5.18 0.000
H 4.34 2.56 -0.26 0.002
H -2.67 -4.37 -2.35 -0.001
H 2.95 1.21 1.26 0.001
H -0.26 -0.08 4.90 -0.002
H 3.81 2.58 -2.71 0.001
H -2.25 0.87 3.91 0.000
H 1.77 1.23 3.64 0.000
H -0.52 -1.41 -5.74 -0.002
H -1.58 1.98 1.40 0.000
H 0.97 3.44 4.19 0.000
H -1.90 3.28 3.74 0.000
H -2.14 -3.12 -6.41 0.004
H 0.74 -0.46 -3.99 0.004
H 2.01 1.14 -3.56 0.002
```

***

[3]
ORCA calculation (ωB97M-V/def2-TZVPD) on 2 unconnected molecules or ions with the total composition CH2IOP at a distorted geometry.

Its HOMO-LUMO gap (alpha / beta) is 6.7 / 6.7 eV. The spin multiplicity is 1. As for the charge: 0. For the HOMO energy (alpha / beta), the calculation gives -7.63 / -7.61 eV.

Geometry as XYZ:
```
6
Properties=species:S:1:pos:R:3:lowdin_charge:R:1
I 3.20 -1.02 0.32 0.127
P 2.13 1.06 0.25 0.017
O -0.48 0.57 0.31 -0.162
C -1.38 -0.06 -0.07 -0.148
H -1.40 -1.13 -0.18 0.083
H -2.08 0.56 -0.63 0.084
```

***

[4]
ORCA calculation (ωB97M-V/def2-TZVPD) on C8H9N3 in the gas phase at a distorted geometry.

Its HOMO-LUMO gap is 8.8 eV. The spin multiplicity is 1. As for the charge: 0. For the HOMO energy, the calculation gives -7.98 eV. As for the structure (SMILES): NC1=NCNc2ccccc21.

Geometry as XYZ:
```
20
Properties=species:S:1:pos:R:3:lowdin_charge:R:1
N -0.76 -1.84 -0.43 0.035
N -1.76 2.13 -0.29 0.133
N -2.38 -0.05 0.08 0.078
C 0.34 -0.90 -0.22 -0.192
C 1.65 -1.25 -0.20 -0.045
C -0.01 0.45 -0.15 -0.105
C -1.42 0.81 -0.12 -0.357
C 2.35 1.04 0.06 -0.071
C -2.02 -1.39 0.23 -0.286
C 2.62 -0.31 -0.01 -0.097
C 0.99 1.41 -0.01 -0.011
H -0.51 -2.77 -0.05 0.124
H -1.93 -1.67 1.27 0.104
H -2.73 2.35 -0.10 0.107
H 3.14 1.71 0.23 0.089
H 0.68 2.43 0.14 0.090
H 3.66 -0.61 0.10 0.112
H -1.02 2.80 -0.19 0.068
H 1.93 -2.28 -0.18 0.106
H -2.83 -2.04 -0.19 0.117
```

***

Calculated energy, -19305.3089, -48368.2931, -20503.2048, -12912.2094 eV (same order as the records).
Calculated energy relative to the best compared isomer or geometry (same formula, charge and spin), 4.7, 17.1, 58.9, 0.0 kcal per mole (same order as the records).